No. 1
{"formula": "C30H45NO2P2Tc", "method": "ωB97M-V with the def2-TZVPD basis set", "homo_ha": [-0.4486, -0.4486], "spin_multiplicity": 4, "gap_ha": [0.1678, 0.1270], "s2": 4.1038, "relative_energy_kcal_mol": 1.15, "charge": 2, "elements": ["P", "P", "C", "C", "H", "H", "H", "H", "C", "H", "H", "H", "C", "H", "H", "H", "C", "H", "H", "H", "C", "H", "H", "H", "Tc", "C", "C", "C", "C", "C", "C", "C", "C", "C", "H", "H", "H", "H", "H", "H", "H", "H", "H", "H", "H", "H", "H", "H", "H", "C", "C", "C", "C", "C", "C", "N", "C", "C", "C", "C", "C", "C", "C", "O", "O", "C", "C", "H", "H", "H", "H", "H", "H", "H", "H", "H", "H", "H", "H", "H", "H"], "xyz": [[1.12564, -2.42687, -2.68192], [0.97666, 0.62675, -3.07433], [0.70146, -1.72909, -4.37090], [1.51225, -0.45107, -4.53603], [-0.37678, -1.53124, -4.29301], [0.81652, -2.50967, -5.14523], [2.59859, -0.54644, -4.55285], [1.21003, -0.05154, -5.52225], [0.00000, 1.63198, -4.47114], [-0.37063, 2.61339, -4.16476], [-0.87506, 1.06923, -4.81423], [0.66104, 1.79759, -5.36002], [2.17433, 2.10101, -3.09467], [2.28703, 2.50487, -4.11986], [3.15275, 1.86625, -2.65081], [1.67249, 2.87173, -2.48850], [-0.30943, -3.47926, -2.46318], [-0.25111, -3.99864, -1.50999], [-0.36889, -4.19638, -3.29447], [-1.19426, -2.84909, -2.50091], [2.64895, -3.26295, -3.15797], [3.50833, -2.56831, -3.11587], [2.56737, -3.63548, -4.18910], [2.78980, -4.11230, -2.47470], [0.88704, -0.85331, -1.26601], [-2.40843, 2.93483, -2.59753], [-3.08354, 3.06220, -3.74317], [-3.61655, 1.84832, -4.45875], [-4.93958, 1.34829, -3.78309], [-4.91761, 0.12080, -2.89276], [-4.01694, -0.05431, -1.88511], [-2.58969, 0.26828, -2.09486], [-2.22941, 1.71607, -1.61946], [1.46484, -2.69114, -0.10049], [-1.65513, 3.69629, -2.28978], [-3.10432, 4.04187, -4.28999], [-2.80568, 1.07465, -4.39578], [-3.85414, 2.06293, -5.53588], [-5.45077, 2.20506, -3.27750], [-5.62431, 1.12885, -4.63549], [-5.80838, -0.54000, -3.05921], [-4.36032, -0.26795, -0.82198], [-2.36184, 0.17596, -3.20088], [-2.02196, -0.52230, -1.56465], [-2.75452, 1.95361, -0.64953], [-1.13241, 1.69819, -1.43685], [1.99395, -2.52621, 0.86395], [1.89811, -3.60185, -0.55677], [0.41751, -2.93750, 0.11258], [4.14937, 1.12944, 6.81007], [3.24393, -0.00893, 6.41760], [3.29857, -1.17583, 7.18324], [2.52192, -2.29532, 6.85251], [1.66269, -2.23167, 5.75819], [1.60802, -1.06897, 4.98204], [0.78314, -1.06520, 3.83218], [-0.26534, -0.15294, 3.63585], [-0.96582, 0.44094, 4.68246], [-1.93596, 1.40676, 4.46467], [-2.22171, 1.84567, 3.16542], [-1.59983, 1.22063, 2.08607], [-0.60011, 0.28020, 2.33190], [0.16093, -0.11796, 1.12164], [-0.59128, -0.64768, 0.19183], [1.38941, 0.07577, 0.86879], [2.37576, 0.07556, 5.32026], [2.24358, 1.32053, 4.49707], [4.83689, 1.44355, 6.00987], [3.58533, 2.01769, 7.13049], [4.77475, 0.82448, 7.65769], [3.96814, -1.19460, 8.03777], [2.60594, -3.20413, 7.43440], [0.99589, -3.06602, 5.50782], [0.67540, -1.97703, 3.36983], [-0.69701, 0.14212, 5.69582], [-2.46167, 1.85655, 5.30585], [-2.91599, 2.66167, 2.96485], [-1.83426, 1.42530, 1.04018], [3.09454, 1.98145, 4.68587], [2.19672, 1.09961, 3.42009], [1.33508, 1.88226, 4.76334]], "forces_ev_per_a": [[-1.070, -2.113, -4.685], [1.349, 3.668, -5.103], [0.242, -0.831, 0.959], [-0.241, -0.432, -0.557], [0.133, 0.329, -0.259], [0.162, 0.490, 0.212], [0.009, -0.494, 0.077], [0.431, 0.227, 0.784], [-1.143, 0.043, 0.107], [0.145, -0.300, 0.426], [0.250, -0.028, 0.106], [-0.242, -0.386, 1.230], [0.086, -0.528, 0.517], [0.024, -0.449, 0.638], [-0.316, 0.156, -0.132], [0.278, -0.190, -0.102], [0.293, -1.175, -0.153], [-0.248, -0.176, -0.156], [-0.049, 0.056, 0.267], [-0.075, 0.122, 0.089], [0.549, -0.562, 0.590], [-0.381, -0.393, 0.164], [-0.144, 0.121, 0.379], [0.396, 0.268, -0.284], [0.022, 2.046, 5.842], [1.022, -0.289, 0.866], [0.962, 0.296, -0.446], [-0.653, -0.057, -0.027], [-0.220, -0.639, -2.324], [-0.511, 0.022, 0.767], [-1.884, -0.187, 0.033], [0.412, 1.300, -0.591], [0.554, 0.013, -0.588], [-0.100, -0.174, -0.023], [-1.321, 0.120, -0.052], [0.208, -0.976, 0.688], [-1.270, 0.831, -0.722], [0.470, -0.101, 1.070], [0.546, -0.808, 0.052], [0.309, 0.013, 0.598], [0.353, 1.078, 1.193], [0.540, -1.024, -1.584], [0.006, -0.202, 1.693], [-0.052, 0.659, -0.144], [0.510, -0.193, -0.970], [-0.398, 0.240, 0.366], [-0.137, 0.391, -0.851], [-0.098, 0.554, 0.197], [0.185, -0.063, 0.237], [0.225, 0.328, 0.239], [-0.020, 0.372, -0.270], [-0.188, -0.084, -0.404], [-0.637, -0.041, -0.727], [0.643, -1.156, 0.665], [-0.941, 0.228, -1.010], [0.253, -0.745, 1.516], [-0.062, 1.382, -1.246], [0.342, -0.278, 0.841], [-0.020, 0.457, -0.354], [-0.105, -0.254, -0.078], [0.343, -0.406, 0.344], [0.405, -0.036, 0.090], [0.861, -0.333, -1.425], [0.740, -0.368, 0.004], [-1.911, -0.092, 0.623], [-0.110, 0.414, 0.223], [0.320, 0.378, -0.089], [-0.317, -0.176, 0.130], [0.095, -0.240, -0.152], [-0.162, 0.109, -0.210], [-0.096, -0.149, -0.104], [-0.177, 0.078, 0.035], [0.432, 0.252, 0.116], [0.077, 0.505, 0.260], [-0.270, 0.012, -0.123], [0.212, -0.160, -0.152], [0.026, -0.318, 0.262], [0.061, 0.263, 0.487], [-0.202, -0.115, -0.167], [0.032, 0.067, 0.314], [0.262, -0.170, -0.032]]}

---

No. 2
{"formula": "C5H34N2O11", "method": "ωB97M-V with the def2-TZVPD basis set", "homo_ha": -0.3183, "gap_ha": 0.3289, "relative_energy_kcal_mol": 72.73, "smiles": "CN[C@H](CN)CCO.O.O.O.O.O.O.O.O.O.O", "charge": 0, "elements": ["C", "N", "C", "C", "C", "O", "C", "N", "H", "H", "H", "H", "H", "H", "H", "H", "H", "H", "H", "H", "H", "H", "H", "H", "O", "H", "H", "O", "H", "H", "O", "H", "H", "O", "H", "H", "O", "H", "H", "O", "H", "H", "O", "H", "H", "O", "H", "H", "O", "H", "H", "O"], "xyz": [[0.47818, 3.14989, 1.70153], [0.16534, 2.28633, 0.57960], [-0.75705, 1.20143, 0.76563], [-2.00607, 1.24681, -0.18328], [-3.28288, 1.44267, 0.62767], [-3.29394, 0.68245, 1.89576], [-0.07295, -0.13423, 0.37701], [1.00889, -0.65511, 1.25411], [1.56385, 3.27897, 1.80784], [0.15540, 2.86139, 2.69827], [0.10253, 4.16444, 1.51348], [0.43786, 2.67273, -0.30101], [-1.13548, 1.06528, 1.77170], [-2.24871, 0.43738, -0.87374], [-1.80478, 2.11311, -0.81069], [-3.40453, 2.49567, 0.90091], [-4.17316, 1.08749, 0.10661], [-4.09232, 1.06987, 2.24156], [-0.81664, -0.89814, 0.62728], [0.15278, -0.10753, -0.68710], [1.91014, -0.26755, 1.00786], [0.83560, -0.41078, 2.22779], [0.20347, 0.03246, 4.89349], [-0.65691, -1.06058, 4.39154], [0.31030, -0.80879, 4.44462], [0.03441, -3.22756, 2.49118], [0.14825, -2.37716, 1.08530], [-0.30459, -3.06480, 1.60937], [2.28843, -0.81972, -3.25281], [3.45442, -1.82364, -2.87137], [2.53484, -1.75670, -3.11965], [1.43268, 1.57155, -3.61241], [2.80010, 1.45344, -3.37381], [2.03846, 0.85545, -3.37338], [-1.38534, -1.39368, -2.96854], [0.21079, -1.29654, -3.10352], [-0.63142, -0.85794, -3.21145], [1.04718, -3.91686, 0.59694], [2.36767, -3.49104, 0.44113], [1.80278, -4.15990, 0.01820], [2.90361, 2.39993, -0.07145], [1.93059, 1.94990, -1.16748], [2.83011, 2.24628, -1.01792], [-0.18769, 1.21353, -2.71829], [-1.20370, 1.57000, -3.73774], [-0.46797, 1.95838, -3.26233], [1.21860, -2.92970, -2.68653], [0.71954, -3.60264, -1.52977], [0.38988, -3.37849, -2.41862], [-2.23871, -0.68794, 2.56768], [-1.49024, -2.03732, 2.55248], [-1.82164, -1.34251, 3.15636]], "forces_ev_per_a": [[0.806, 1.267, -0.601], [-0.044, 0.023, 2.294], [0.329, -1.941, -2.523], [-0.547, 0.831, 0.731], [-0.048, 0.087, 0.471], [0.294, 0.785, -1.390], [-0.639, -0.637, 2.061], [0.557, 0.843, -0.954], [0.037, -0.073, -0.011], [-0.459, -0.595, -0.308], [-0.120, 0.002, 0.285], [-0.698, -0.110, -0.346], [0.475, 0.706, 0.352], [0.992, -0.493, 0.239], [-0.524, 0.144, -0.149], [-0.043, -0.020, -0.086], [0.102, 0.294, -0.375], [-0.407, -0.404, 1.027], [-0.648, 0.219, -1.114], [0.347, -0.428, 0.053], [0.090, 0.119, -0.022], [-0.157, -0.149, 0.042], [0.532, 0.290, 0.219], [1.197, -0.016, -0.634], [-1.023, 0.009, 0.516], [0.762, 0.535, -0.085], [0.650, 0.302, 1.248], [-1.156, -1.101, -0.772], [0.592, -0.195, 0.055], [0.195, 0.212, 0.053], [-0.543, -0.120, -0.168], [-1.277, -0.587, -0.357], [0.842, -0.814, 0.429], [0.438, 1.665, -0.239], [0.573, -0.771, 0.200], [-0.409, -0.957, 0.284], [-0.361, 1.814, -0.433], [-0.431, -1.048, -0.492], [0.730, -0.289, -0.691], [-0.262, 1.134, 1.219], [-0.124, -0.022, 0.017], [0.047, -0.291, 0.112], [0.396, 0.204, -0.128], [-0.228, -0.340, -0.024], [-0.128, -0.078, -0.286], [0.202, 0.474, 0.352], [-0.317, -0.181, -0.563], [-0.476, -0.447, -0.008], [0.868, 0.297, 0.554], [-0.166, -0.122, 0.415], [-0.157, 0.245, 0.202], [-0.661, -0.273, -0.674]]}